The molecule C4H6N4 in a non-equilibrium geometry. Source: the OMol25 dataset; level of theory: wB97M-V/def2-TZVPD.

Geometry as ORCA input:
```
! RIJCOSX wB97M-V def2-TZVPD def2/J DEFGRID3
* xyz 0 1
H -1.450 -0.953 0.020
C 1.109 -0.329 -1.328
H -0.234 0.618 -2.719
N 0.489 -0.973 2.027
N 0.180 0.700 -1.759
C 0.681 -0.777 -0.137
H -0.148 1.045 1.832
H -1.444 -0.018 2.219
C -0.713 -0.169 0.141
N 1.177 -1.283 1.047
H -0.312 1.680 -0.215
N -0.791 0.959 -0.771
H 1.992 -0.522 -1.975
C -0.535 0.024 1.619
*
```

Output
Max |F| (eV/A): 2.89
LUMO energy (eV): 0.2
Electronic energy (eV): -10202.05444
Kohn-Sham gap (eV): 8.89
E_HOMO (eV): -8.65
Structure (SMILES): C1=C2N=NC[C@H]2NN1

Formally, the Löwdin partial charges of the atoms, in units of the elementary charge, are as follows:
1 H 0.1392
2 C -0.0112
3 H 0.1379
4 N 0.0284
5 N -0.0713
6 C -0.2445
7 H 0.1247
8 H 0.1081
9 C -0.2961
10 N 0.0304
11 H 0.1121
12 N -0.0165
13 H 0.1264
14 C -0.1678

=====

A structure of composition C30H34N3O7PSe4Zr in a non-equilibrium geometry. Source: the OMol25 dataset; level of theory: wB97M-V/def2-TZVPD.

Geometry as ORCA input:
```
! RIJCOSX wB97M-V def2-TZVPD def2/J DEFGRID3
* xyz -2 1
H -4.317 2.073 3.409
H -0.867 3.664 -1.319
H 0.986 2.223 4.352
Se 2.923 0.811 -1.828
H 2.721 4.859 3.186
C -0.614 0.412 -2.969
H -3.494 -0.358 2.333
H -1.418 -2.380 -6.594
H 2.292 -3.278 -1.336
C -3.487 -0.597 4.471
H -3.460 1.401 -6.505
C -1.262 0.081 -4.267
O 0.225 -0.447 -2.455
O -2.858 -1.406 -1.139
C -0.262 2.946 -0.772
C -1.421 -3.927 -0.915
H 1.417 0.791 5.309
C -1.221 1.662 5.671
H -3.870 1.618 1.102
C 1.299 2.542 1.137
C 2.122 3.106 2.126
H -4.316 -1.313 4.425
H -3.833 3.730 3.051
O -0.291 -7.355 -1.346
H -0.673 -0.268 4.879
C 1.196 5.303 1.726
H 1.300 0.671 3.547
H -1.303 -2.153 3.489
H -2.988 -0.766 -7.630
Zr 0.721 -0.141 -0.393
C -1.627 -1.425 -6.127
C -0.631 0.781 4.567
C -2.769 0.694 -6.063
C 0.424 4.770 0.714
H -2.914 -2.751 3.054
C 0.479 3.410 0.389
C -2.507 -0.524 -6.689
H 1.143 6.357 1.966
C -1.752 -1.440 -0.665
C -2.765 -0.574 3.120
N -0.184 1.768 -1.241
H -0.241 5.409 0.140
O -0.122 -2.050 -4.453
H 0.232 -1.719 -3.601
O -1.198 -0.455 0.036
C -0.593 -5.029 -1.085
H -2.330 1.915 -4.345
C -2.175 -1.968 2.853
O 1.325 1.259 0.927
C -2.344 2.266 2.514
Se 4.043 0.453 0.198
C 0.860 1.139 4.430
H -2.256 1.609 0.413
C -0.864 -2.669 -0.836
H -1.548 3.021 2.496
C -2.149 0.982 -4.861
N -0.892 1.560 -2.429
H -1.848 -2.074 1.821
H -0.618 1.543 6.582
C -0.988 -1.135 -4.919
C -3.469 2.765 3.429
H -2.253 1.424 5.924
H -3.898 0.371 4.752
O -2.373 -6.565 -0.879
H -1.157 2.716 5.384
C 2.070 4.455 2.416
H -2.813 -0.932 5.265
C 1.248 -3.493 -1.186
H -2.491 -4.056 -0.834
H -3.099 3.151 0.667
C -2.915 2.154 1.087
C -1.147 -6.471 -1.107
H 2.809 2.446 2.637
N 0.468 -2.446 -0.932
Se 1.259 -1.618 1.891
C 0.760 -4.788 -1.248
P -1.396 0.680 2.848
Se 3.336 -1.687 0.832
H 1.417 -5.631 -1.422
H -3.164 2.912 4.461
*
```

Output
Max |F| (eV/A): 2.70
LUMO energy (eV): 4.0
Electronic energy (eV): -322429.07300
Kohn-Sham gap (eV): 6.58
E_HOMO (eV): -2.57

Formally, the Löwdin partial charges of the atoms, in units of the elementary charge, are as follows:
1 H 0.0640
2 H 0.1284
3 H 0.0612
4 Se 0.0128
5 H 0.0966
6 C -0.4153
7 H 0.0998
8 H 0.1136
9 H 0.0739
10 C -0.1297
11 H 0.0871
12 C -0.0631
13 O -0.2993
14 O 0.1126
15 C -0.0825
16 C 0.0658
17 H 0.0762
18 C -0.1347
19 H 0.0754
20 C -0.3728
21 C -0.0362
22 H 0.0720
23 H 0.0713
24 O -0.0706
25 H 0.0891
26 C -0.1174
27 H -0.0065
28 H 0.0505
29 H 0.0923
30 Zr 1.2968
31 C -0.0216
32 C -0.5319
33 C -0.1121
34 C -0.0626
35 H 0.0797
36 C -0.1427
37 C -0.1050
38 H 0.0852
39 C -0.5667
40 C -0.5284
41 N -0.1129
42 H 0.1049
43 O 0.0753
44 H 0.0742
45 O -0.3017
46 C -0.0895
47 H 0.1020
48 C -0.1398
49 O -0.4673
50 C -0.5325
51 Se -0.0514
52 C -0.1569
53 H 0.0321
54 C -0.2020
55 H 0.0885
56 C -0.0349
57 N 0.0975
58 H 0.0367
59 H 0.0707
60 C -0.2536
61 C -0.1269
62 H 0.0474
63 H 0.0437
64 O -0.0599
65 H 0.0677
66 C -0.0919
67 H 0.0697
68 C -0.1533
69 H 0.1288
70 H 0.0761
71 C -0.1351
72 C -0.6868
73 H 0.1083
74 N -0.0833
75 Se 0.1152
76 C 0.0155
77 P 1.0961
78 Se -0.0291
79 H 0.1127
80 H 0.0406

=====

A structure of composition C20H27N2O3PSSr in a non-equilibrium geometry. Source: the OMol25 dataset; level of theory: wB97M-V/def2-TZVPD.

Geometry as ORCA input:
```
! RIJCOSX wB97M-V def2-TZVPD def2/J DEFGRID3
* xyz 0 1
H -1.932 -2.744 -2.513
C 2.264 -2.271 -0.821
O 0.162 1.992 4.728
C -1.126 1.767 -2.739
H -2.474 -1.783 7.636
H 0.091 -3.335 -1.026
Sr 0.203 0.212 0.176
H 1.611 4.921 -1.198
P 1.172 2.491 -1.301
C -0.839 -1.490 4.117
H 2.178 -1.965 -3.445
H -1.775 -1.992 -0.954
C -1.914 1.872 -3.919
C 0.075 -2.616 -1.858
C -2.465 0.709 -4.469
C -0.496 -0.612 5.153
O 2.018 0.347 5.063
H 0.341 -3.189 -2.767
C -1.339 -1.996 -1.974
H 3.076 -1.544 -0.627
C -0.200 -1.088 2.863
C 1.738 -1.129 -2.861
H -2.714 -1.441 -4.285
H 0.959 -0.639 -3.455
H 2.683 3.975 -0.144
C 2.170 2.550 -2.823
H 3.199 2.271 -2.559
H -0.185 3.780 -2.786
C -0.969 0.526 -2.165
C -2.275 -0.534 -3.850
H -0.707 -0.033 7.206
H 1.763 1.854 -3.569
N 0.473 0.076 3.062
H -3.212 -3.258 5.773
O -0.274 -1.566 1.687
H 1.876 -2.631 0.145
H 2.181 3.563 -3.256
C -2.428 -2.528 5.594
C -1.039 -0.716 6.425
H 2.679 -3.137 -1.381
H -2.179 -3.033 3.468
H 2.520 -0.386 -2.640
C -2.018 -1.691 6.653
H -2.065 2.858 -4.380
H -1.032 3.414 -1.278
H 1.361 1.764 1.803
C -1.857 -2.431 4.324
H 1.229 0.420 2.402
N 1.172 -1.648 -1.603
H -3.045 0.776 -5.403
C -1.499 -0.644 -2.665
C -0.438 2.964 -2.092
S 0.666 0.650 4.697
H 0.983 4.247 0.337
C 1.653 4.069 -0.511
*
```

Output
Max |F| (eV/A): 2.96
LUMO energy (eV): -1.1
Electronic energy (eV): -51257.52266
Kohn-Sham gap (eV): 5.58
E_HOMO (eV): -6.64

Formally, the Löwdin partial charges of the atoms, in units of the elementary charge, are as follows:
1 H 0.1059
2 C -0.1070
3 O -0.2629
4 C -0.3492
5 H 0.1129
6 H 0.1145
7 Sr 1.1745
8 H 0.0391
9 P 0.7405
10 C -0.1164
11 H 0.0947
12 H 0.1035
13 C -0.0590
14 C -0.1949
15 C -0.1074
16 C -0.2080
17 O -0.2613
18 H 0.1221
19 C -0.1474
20 H 0.0929
21 C -0.4401
22 C -0.0924
23 H 0.0969
24 H 0.0815
25 H 0.0395
26 C -0.2988
27 H 0.0365
28 H 0.0813
29 C -0.2361
30 C -0.0637
31 H 0.1280
32 H 0.0380
33 N -0.1024
34 H 0.1098
35 O -0.1669
36 H 0.0760
37 H 0.0458
38 C -0.0465
39 C -0.0286
40 H 0.0954
41 H 0.1317
42 H 0.0786
43 C -0.0379
44 H 0.1011
45 H 0.0840
46 H -0.0704
47 C 0.0181
48 H -0.0703
49 N -0.3517
50 H 0.0961
51 C -0.3050
52 C -0.3368
53 S 0.7049
54 H 0.0284
55 C -0.3109

=====

A cluster of 2 separate species, C4H14N2O2 in total in a non-equilibrium geometry. Source: the OMol25 dataset; level of theory: wB97M-V/def2-TZVPD.

Geometry as ORCA input:
```
! RIJCOSX wB97M-V def2-TZVPD def2/J DEFGRID3
* xyz 0 1
H -1.984 -2.947 2.094
H 0.369 -0.729 -3.078
H 0.425 -2.469 1.938
H 1.634 1.197 -0.188
C -0.046 -0.362 1.049
H -0.715 1.273 -1.000
O 0.296 2.816 1.450
C 0.061 0.926 -1.794
N -0.351 -0.289 -2.409
H -1.113 0.075 -2.934
N 0.925 -0.703 -0.069
H 0.359 2.051 0.855
H -0.973 0.034 0.573
H 0.420 -1.334 -0.667
H -0.634 -1.381 2.881
C -0.420 -1.678 1.871
O -1.753 -2.239 1.417
H 0.468 0.386 1.674
H 0.283 1.697 -2.468
H 2.092 0.247 -1.651
C 1.295 0.427 -0.868
H -0.638 3.002 1.324
*
```

Output
Max |F| (eV/A): 4.99
LUMO energy (eV): 0.9
Electronic energy (eV): -11448.22806
Kohn-Sham gap (eV): 9.58
E_HOMO (eV): -8.72
Structure (SMILES): NCCNCCO.O

Formally, the Löwdin partial charges of the atoms, in units of the elementary charge, are as follows:
1 H 0.0972
2 H 0.1257
3 H 0.1351
4 H 0.0859
5 C -0.1691
6 H 0.1149
7 O -0.0570
8 C -0.2824
9 N -0.0349
10 H 0.0565
11 N -0.0895
12 H -0.0326
13 H 0.1087
14 H 0.0754
15 H 0.0825
16 C -0.1771
17 O -0.1426
18 H 0.1015
19 H 0.0807
20 H 0.1212
21 C -0.2420
22 H 0.0419

=====

Question: Among the records above, which one has the lowest electronic energy?
Answer: C30H34N3O7PSe4Zr